(1)
Computed, not measured: 2 unconnected molecules or ions with the total composition C17H25BClN4OP at a distorted geometry, with ωB97M-V/def2-TZVPD.

```
50
Properties=species:S:1:pos:R:3:lowdin_charge:R:1
C -3.89269 2.69972 -3.05045 -0.1192
C -3.25177 1.25090 -2.77458 -0.2576
C -4.18838 0.35997 -1.86931 -0.2205
C -3.67400 -1.12011 -1.64601 -0.1516
C -2.11880 -1.06772 -1.37334 -0.2475
N -1.73590 -0.31023 -0.31359 0.1571
C -0.35804 -0.25472 -0.13326 -0.1719
C 0.16227 0.56806 1.00201 -0.0041
C 1.59521 0.71015 1.28322 -0.3558
P 2.08471 1.77464 2.74219 0.8936
C 1.40302 0.87222 4.24113 -0.3186
C 1.06146 3.34780 2.55457 -0.4255
C -0.34703 3.32636 3.30746 -0.1863
C 2.54391 0.00256 0.36619 -0.0304
C 2.04512 -0.80184 -0.75090 -0.0205
B 3.14064 -1.54296 -1.68526 -0.5290
N 3.32573 -1.29399 -3.11950 0.1497
O 3.98213 -2.48649 -1.03319 0.0811
C 0.56536 -0.97069 -1.02685 -0.1566
N 0.22825 -1.79383 -2.09700 0.1138
C -1.11762 -1.79642 -2.21378 -0.5404
Cl -1.76986 -2.81325 -3.56906 0.6095
H -3.64131 3.00432 -4.10097 0.0669
H -4.98524 2.74277 -2.80963 0.0673
H -3.34398 3.42935 -2.38254 0.0697
H -3.17503 0.76256 -3.78785 0.1081
H -2.24445 1.45783 -2.31419 0.0989
H -5.19843 0.33829 -2.38209 0.1138
H -4.34274 0.92572 -0.90297 0.1160
H -3.95218 -1.83389 -2.45662 0.0740
H -4.12079 -1.46389 -0.66431 0.1200
H -0.58216 1.07061 1.66199 0.0907
H 1.13556 1.54842 5.09895 0.0436
H 0.42695 0.38259 3.92886 0.0360
H 2.08769 0.04984 4.56926 0.0249
H 0.82260 3.55443 1.46791 0.0749
H 1.63435 4.22841 2.94374 0.0601
H -0.29878 3.83288 4.31252 0.0695
H -0.78717 2.30504 3.43389 0.0412
H -1.08900 3.93242 2.70185 0.0710
H 3.63929 0.11365 0.58458 0.1088
H 2.56375 -0.75489 -3.53359 0.0695
H 4.20091 -0.81407 -3.33973 0.0790
H 4.74307 -2.65180 -1.62612 0.1048
C 2.95829 -4.49769 1.46620 -0.0644
C 2.58730 -3.49485 2.46210 -0.2674
N 2.29615 -2.70609 3.24537 0.1334
H 3.82136 -5.08297 1.78794 0.0832
H 2.14333 -5.19916 1.27941 0.0835
H 3.21642 -4.03702 0.51005 0.0539
```

## Properties
- calculated total energy (eV) = -48530.264
- total charge = 0
- frontier orbital gap (eV) = 7.3



(2)
Computed, not measured: a molecular structure, C6H22BCl3CoCrN6O24 at a distorted geometry, with ωB97M-V/def2-TZVPD.

```
64
Properties=species:S:1:pos:R:3:mulliken_spin:R:1
Cr -1.85090 1.44251 -0.90738 4.4818
Co -1.11790 -1.68844 1.51311 2.7927
Cl -4.13382 -0.18978 1.50860 0.0057
O -3.77575 0.68431 0.45267 0.0196
O -5.62238 -0.31401 1.61721 0.0079
O -3.54370 -1.44643 1.26396 0.0213
O -3.62334 0.36641 2.75346 0.0009
Cl -2.10669 -0.19590 -3.45703 -0.0008
O -2.05423 -1.61934 -3.08725 0.0066
O -2.37622 -0.02582 -4.84388 0.0031
O -3.13477 0.32560 -2.58088 0.0192
O -0.96302 0.56068 -3.06129 0.0163
Cl 0.71968 0.04561 4.06949 0.0032
O 0.43398 1.43377 4.13309 0.0012
O 1.21425 -0.49379 5.29157 0.0029
O -0.43176 -0.66642 3.58724 0.0138
O 1.67989 -0.20342 3.05188 -0.0008
B -0.72445 -0.07881 0.27960 -0.1577
H 0.07556 -0.79140 0.40782 0.0467
H -0.25510 0.81521 -0.10079 0.0765
H -1.46781 -0.43033 -0.41902 0.0557
H -1.34189 0.02730 1.15809 0.0611
C 0.21633 4.84328 -2.91058 0.0070
N -0.44390 4.22799 -1.70015 0.2383
O -0.64493 3.02122 -1.71740 -0.0247
O -0.88214 5.01817 -0.85006 0.2345
H 0.90600 4.10998 -3.32860 0.0012
H 0.87534 5.61771 -2.51806 0.0016
H -0.63087 5.06795 -3.55857 -0.0035
C 3.21265 1.56196 0.44937 0.0016
N 2.18866 2.27605 -0.31983 -0.0113
O 1.87103 1.77917 -1.37605 0.0110
O 1.62837 3.23500 0.19828 0.0023
H 4.08342 2.14377 0.14711 -0.0001
H 3.35250 0.54572 0.08088 -0.0002
H 3.00273 1.63710 1.51632 -0.0001
C -1.33443 -4.98788 -1.45676 0.0031
N -0.76167 -3.71659 -0.92188 0.0084
O 0.32896 -3.45303 -1.40548 0.0016
O -1.38542 -3.10884 0.00462 0.0166
H -1.56497 -4.93379 -2.52072 0.0002
H -2.26993 -5.18572 -0.93350 0.0001
H -0.74948 -5.79285 -1.01183 0.0001
C 2.52540 -2.14555 -3.26898 0.0006
N 2.86709 -2.36775 -1.82285 0.0002
O 2.59086 -1.40810 -1.09403 0.0021
O 3.21258 -3.47223 -1.37639 0.0001
H 1.43644 -2.19184 -3.27988 -0.0003
H 3.02315 -2.78265 -4.00005 0.0001
H 2.73342 -1.11571 -3.55923 -0.0001
C -1.10277 4.25729 2.79041 0.0043
N -2.08621 3.60537 1.85254 -0.0063
O -1.71579 2.92963 0.85914 0.0002
O -3.26108 3.83530 1.97735 0.0222
H -1.37996 4.00553 3.81408 -0.0001
H -1.28756 5.32970 2.72793 -0.0008
H -0.03524 4.13808 2.60532 0.0013
C 2.93258 -3.26459 1.95468 0.0006
N 1.52460 -3.69470 1.89673 0.0047
O 0.63866 -2.80984 1.89892 0.0126
O 1.23216 -4.88728 1.76129 -0.0066
H 2.86265 -2.30546 1.44157 0.0011
H 3.42023 -4.02748 1.34780 -0.0005
H 3.27092 -3.09156 2.97629 -0.0001
```

## Properties
- calculated total energy (eV) = -168910.244
- total charge = -1
- expectation value of S² = 20.036
- frontier orbital gap (spin up / spin down) (eV) = 3.5 / 7.6
- spin multiplicity = 9



(3)
Computed, not measured: 2 unconnected molecules or ions with the total composition C2H2IN at a distorted geometry, with ωB97M-V/def2-TZVPD.

```
6
Properties=species:S:1:pos:R:3:lowdin_charge:R:1
C -0.35490 -0.10064 -0.43699 -0.3075
C 0.52848 0.53719 0.48112 -0.0686
N 0.01724 0.92829 -0.98816 0.1418
I -1.88015 -2.71146 -0.90628 0.0666
H 0.13105 1.12383 1.29603 0.0837
H 1.55829 0.22279 0.55429 0.0840
```

## Properties
- calculated total energy (eV) = -11692.319
- relative energy (zero: lowest compared OMol25 entry of this formula, charge and spin) (kcal/mol) = 88.17
- total charge = 0
- frontier orbital gap (spin up / spin down) (eV) = 6.5 / 6.5



(4)
Computed, not measured: C4H6ClN3 in the gas phase at a distorted geometry, with ωB97M-V/def2-TZVPD.

```
14
Properties=species:S:1:pos:R:3:lowdin_charge:R:1
C -1.52675 -0.12084 -0.83194 -0.5256
C -0.49661 -0.80581 -0.21027 -0.4415
C 0.54914 2.11605 -0.87909 -0.1746
C -0.30195 -2.22608 0.30558 -0.0679
N 0.61671 1.33534 0.08161 0.0365
N 0.54468 0.03426 0.29971 0.0185
N 0.09325 3.36608 -0.83883 0.0843
Cl -2.73231 -1.17850 -1.49583 0.5055
H 0.60523 -2.55057 0.57299 0.0157
H -1.03978 -2.40293 1.07104 0.0695
H -0.81613 -2.92049 -0.49955 0.0988
H 1.41342 -0.22563 0.71064 0.1457
H -0.77655 3.38724 -0.23677 0.1435
H 0.11758 3.70796 -1.78928 0.0916
```

## Properties
- calculated total energy (eV) = -21231.750
- relative energy (zero: lowest compared OMol25 entry of this formula, charge and spin) (kcal/mol) = 164.97
- total charge = 0
- frontier orbital gap (spin up / spin down) (eV) = 7.2 / 6.7



(5)
Computed, not measured: C16H26N4O3S in the gas phase at a distorted geometry, with ωB97M-V/def2-TZVPD.

```
50
Properties=species:S:1:pos:R:3:lowdin_charge:R:1
C 1.50796 4.19130 -1.09122 -0.1091
C 0.78469 2.86954 -0.87300 -0.2473
H 0.76639 2.30289 -1.80724 0.1068
H -0.25093 3.05669 -0.58170 0.1075
C 1.46586 2.03964 0.22400 -0.1298
C 0.77563 0.74005 0.39226 -0.3042
N -0.23082 0.52149 1.19150 0.0824
N -0.64353 -0.74859 1.02562 0.0350
C 0.12112 -1.28444 0.11502 -0.6387
N 1.04934 -0.39124 -0.32935 0.0220
C 2.05046 -0.61783 -1.32925 -0.0746
H 1.68630 -1.40220 -1.99878 0.1211
H 2.19211 0.30509 -1.89563 0.1331
C 3.41108 -1.04149 -0.73758 -0.2916
C 3.33528 -2.27904 0.16995 -0.1174
H 4.22159 -2.89737 0.02585 0.1195
C 3.33705 -1.67707 1.57460 -0.1385
H 2.32868 -1.39801 1.88098 0.1054
C 4.19722 -0.43295 1.36867 -0.1831
H 5.26429 -0.67980 1.46074 0.1218
O 3.93437 0.01863 0.05117 -0.1162
H 3.95992 0.38112 2.05646 0.1236
H 3.75436 -2.34736 2.32166 0.1145
H 2.45352 -2.88230 -0.03554 0.0639
H 4.08564 -1.20984 -1.58868 0.1498
S -0.11665 -2.87230 -0.56075 0.9969
C -1.93385 -2.80895 -0.48580 -0.3420
H -2.21022 -2.92869 0.55724 0.0617
C -2.36115 -1.47527 -1.09294 -0.5407
O -1.73947 -1.00174 -2.02790 0.0203
N -3.44121 -0.86364 -0.57238 -0.0474
C -4.22814 -1.24461 0.58017 -0.1132
H -4.02741 -2.26649 0.89053 0.1137
C -3.93823 -0.25813 1.72215 -0.1828
H -4.56135 -0.47800 2.59036 0.1261
O -4.25961 1.05506 1.32322 -0.1282
C -3.48036 1.43663 0.21071 -0.1798
H -3.77365 2.45820 -0.03586 0.1268
C -3.73285 0.50177 -0.97827 -0.0995
H -3.08632 0.75710 -1.81776 0.1223
H -4.78211 0.56166 -1.28524 0.1313
H -2.41435 1.40952 0.47844 0.1015
H -2.87465 -0.32364 1.99122 0.1066
H -5.28579 -1.16671 0.29990 0.1320
H -2.29967 -3.64229 -1.08537 0.0914
H 2.51376 1.86828 -0.02642 0.1053
H 1.40912 2.57955 1.17008 0.1265
H 1.01641 4.76959 -1.86984 0.0693
H 1.51062 4.77864 -0.17600 0.0732
H 2.53959 4.01760 -1.38996 0.0726
```

## Properties
- calculated total energy (eV) = -39952.039
- relative energy (zero: lowest compared OMol25 entry of this formula, charge and spin) (kcal/mol) = 33.21
- total charge = 0
- frontier orbital gap (eV) = 9.2



(6)
Computed, not measured: 2 unconnected molecules or ions with the total composition C6H13N at a distorted geometry, with ωB97M-V/def2-TZVPD.

```
20
Properties=species:S:1:pos:R:3:lowdin_charge:R:1
C 0.59838 0.48584 1.89005 -0.1065
C 0.19391 0.58888 0.41825 -0.3037
C -1.29578 0.70449 0.17067 0.1122
C 2.50084 -0.89404 -1.20966 -0.2843
N 2.89146 0.11668 -0.27090 -0.0133
C -2.02899 -0.29101 -0.32780 -0.2034
C -3.51510 -0.31569 -0.53523 -0.1140
H 0.16884 1.16718 2.62643 0.0710
H 0.32793 -0.53708 2.19151 0.0765
H 1.68176 0.53255 1.88843 0.0452
H 0.81491 1.28706 -0.09971 0.0814
H 0.52331 -0.33902 -0.05894 0.0772
H 1.76630 -0.49546 -1.92758 0.0725
H 3.48121 0.80639 -0.74044 0.0186
H 1.93135 -1.65452 -0.66741 0.0573
H 3.31239 -1.41318 -1.75162 0.0712
H -1.59586 -1.28860 -0.45003 0.1185
H -3.86932 -0.89358 0.33656 0.0800
H -3.75410 -0.91452 -1.41471 0.0690
H -4.03872 0.64244 -0.52465 0.0746
```

## Properties
- calculated total energy (eV) = -7914.826
- relative energy (zero: lowest compared OMol25 entry of this formula, charge and spin) (kcal/mol) = 184.65
- total charge = 0
- frontier orbital gap (eV) = 3.6



What is the formula in the fifth record? C16H26N4O3S



Which value of calculated total energy does entry 2 give? -168910.244 eV